{
  "formula": "C4H25NO10",
  "method": "the ωB97M-V functional and the def2-TZVPD basis",
  "species": ["C", "C", "O", "C", "C", "N", "O", "H", "H", "H", "H", "H", "H", "H", "H", "H", "O", "H", "H", "O", "H", "H", "O", "H", "H", "O", "H", "H", "O", "H", "H", "O", "H", "H", "O", "H", "H", "O", "H", "H"],
  "coordinates": [[1.61755, 2.56475, 0.59450], [2.04817, 1.11309, 0.89061], [0.96763, 0.23104, 1.16941], [2.70778, 0.60938, -0.36803], [3.02748, -0.85628, -0.31469], [2.78329, -1.67399, -1.38621], [3.65613, -1.31822, 0.62871], [2.38580, 2.99307, -0.04379], [0.64277, 2.52697, 0.07584], [1.39938, 3.14719, 1.49474], [2.75838, 1.08055, 1.71881], [0.11771, 0.55955, 0.85217], [2.10426, 0.83178, -1.26163], [3.67084, 1.13144, -0.46786], [2.12521, -1.43585, -2.10619], [3.05544, -2.61715, -1.16485], [-3.52329, -1.33847, 0.37479], [-3.28670, -1.87965, 1.14766], [-2.97468, -0.59480, 0.68074], [-2.58860, 0.16521, -3.03666], [-2.41386, 0.31048, -3.97263], [-3.11356, -0.66069, -2.99901], [0.18246, -0.68395, 3.47999], [0.71561, -1.36776, 3.89103], [0.48659, -0.48100, 2.56369], [-1.66858, 0.83952, 2.33019], [-0.94707, 1.47814, 2.33232], [-1.47535, 0.30342, 3.13251], [-2.21556, -2.42062, -2.61370], [-1.52796, -1.78222, -2.39830], [-2.14644, -3.01437, -1.85375], [-1.30255, 2.57273, -0.60350], [-1.95088, 2.88507, -1.24206], [-1.76612, 1.93372, -0.04587], [-1.47017, -2.36251, 2.17960], [-1.27885, -2.26196, 3.11767], [-0.58243, -2.22842, 1.83244], [0.12094, 0.33684, -2.95662], [0.41302, 1.23930, -3.05737], [-0.75376, 0.12471, -2.59470]],
  "mulliken_charge": [-1.059, 0.384, -0.581, -0.344, 0.314, -0.411, -0.650, 0.403, 0.116, 0.348, 0.368, 0.017, 0.025, 0.401, 0.221, 0.243, -0.641, 0.326, 0.299, -0.690, 0.329, 0.354, -0.723, 0.312, 0.668, -0.587, 0.329, 0.325, -0.628, 0.314, 0.322, -0.637, 0.290, 0.264, -0.587, 0.305, 0.262, -0.581, 0.250, 0.329],
  "charge": 0,
  "spin_multiplicity": 1,
  "relative_energy_kcal_mol": 47.1,
  "max_force_ev_per_a": 2.1,
  "homo_lumo_gap_ev": 9.977,
  "e_tot_ha": -974.56732,
  "smiles": "C[C@@H](O)CC(N)=O.O.O.O.O.O.O.O.O",
  "homo_ev": -9.80
}